{"formula": "C15H12BN4O2S3V", "method": "the ωB97M-V functional and the def2-TZVPD basis", "lumo_ha": [-0.18227, -0.17952], "total_energy_ev": -84670.8950, "total_charge": 1, "relative_energy_kcal_mol": 0.4, "s2": 0.78, "homo_ev": [-11.45, -11.46], "multiplicity": 2, "symbols": ["V", "C", "S", "C", "S", "N", "N", "C", "C", "C", "C", "C", "C", "N", "H", "H", "H", "H", "H", "H", "H", "H", "S", "C", "N", "O", "B", "O", "C", "C", "C", "C", "C", "C", "H", "H", "H", "H"], "positions_angstrom": [[-0.075495, -0.089294, -0.121191], [-0.857960, -3.991035, 4.028388], [-0.748631, -2.197362, 4.095650], [-0.481556, -1.808076, 2.441950], [-0.319551, -0.079641, 2.136069], [-0.385354, -2.725470, 1.532666], [-0.153645, -2.168221, 0.305656], [0.079854, -2.955222, -0.677911], [0.389441, -2.335251, -1.962682], [0.640657, -3.059658, -3.109969], [0.944990, -2.367494, -4.277424], [0.992712, -0.985334, -4.255718], [0.734629, -0.322599, -3.065601], [0.433728, -0.982912, -1.945630], [-1.030073, -4.310171, 5.054340], [0.071004, -4.417721, 3.660533], [-1.689359, -4.303005, 3.402408], [0.064889, -4.032703, -0.549478], [0.603109, -4.139696, -3.090814], [1.146014, -2.909700, -5.191266], [1.230464, -0.412478, -5.139976], [0.773883, 0.756121, -2.986981], [-1.427571, 4.268594, -0.639208], [-0.911294, 2.812743, -0.515396], [-0.502524, 1.678501, -0.427582], [2.794266, -1.007568, 0.717764], [2.027482, -0.013204, 0.156559], [2.778091, 1.007794, -0.378886], [4.094486, 0.641741, -0.116491], [5.250709, 1.319593, -0.423646], [6.439435, 0.708409, -0.032716], [6.449066, -0.514668, 0.632141], [5.268889, -1.187157, 0.938736], [4.104145, -0.572346, 0.543506], [5.237349, 2.272692, -0.932788], [7.378017, 1.200160, -0.248058], [7.394960, -0.951404, 0.921272], [5.260581, -2.133463, 1.460655]], "atomic_forces_ev_per_a": [[-0.2407, 0.3106, 0.5399], [-0.0082, -0.0817, 0.0157], [-0.0038, 0.0304, -0.0844], [0.0195, -0.0187, 0.1426], [0.0944, -0.0418, -0.2315], [0.0039, 0.0537, -0.0616], [0.0604, 0.1632, -0.2279], [-0.0633, -0.0335, 0.0348], [-0.0165, -0.0337, 0.0007], [0.0355, 0.0684, -0.0740], [-0.0112, -0.0601, 0.0274], [-0.0056, 0.0809, 0.0326], [0.0044, -0.0256, 0.0135], [-0.0082, -0.0746, 0.0675], [0.0008, 0.0096, -0.0001], [0.0053, 0.0223, -0.0035], [-0.0018, 0.0234, -0.0066], [0.0294, 0.0041, 0.0110], [-0.0040, -0.0017, 0.0142], [0.0019, 0.0098, -0.0059], [0.0029, -0.0176, -0.0109], [0.0024, 0.0031, -0.0305], [0.0006, 0.0177, 0.0024], [0.0205, -0.0092, 0.0225], [0.0484, -0.3762, -0.2135], [0.0166, -0.0168, -0.0118], [0.0106, -0.0045, 0.0052], [0.0079, 0.0088, 0.0298], [0.0202, 0.0095, -0.0014], [0.0005, -0.0150, 0.0076], [0.0168, -0.0019, 0.0023], [0.0073, 0.0032, -0.0028], [-0.0360, 0.0186, -0.0142], [-0.0028, -0.0214, 0.0075], [-0.0223, 0.0005, -0.0014], [0.0011, -0.0031, 0.0017], [-0.0006, -0.0002, 0.0011], [0.0138, -0.0004, 0.0018]], "mulliken_charge": [0.37, -0.82, 0.05, 0.59, -0.29, -1.00, 0.70, -0.30, 0.63, -0.92, -0.26, -0.91, -0.06, 0.17, 0.35, 0.28, 0.29, 0.39, 0.45, 0.45, 0.42, 0.48, -0.30, 0.55, -0.86, -0.45, 1.26, -0.44, 0.67, -0.98, -0.51, -0.53, -0.97, 0.71, 0.50, 0.40, 0.39, 0.50]}